Molecular formula: C43H54BrCrN5O5SSi4Te
Method: DFT, ωB97M-V/def2-TZVPD

Values from the calculation:
**Multiplicity**: 4
**Total charge**: -1
**Frontier orbital gap (alpha / beta)**: 0.23030 / 0.23063 Eh
**HOMO level (alpha / beta)**: -4.732 / -4.778 eV
**Relative energy (zero: lowest compared OMol25 entry of this formula, charge and spin)**: 0.000 eV
**E**: -211266.3101 eV
**LUMO (alpha / beta)**: 1.535 / 1.498 eV

Geometry (Å):
Cr (0.54, -1.49, 0.05)
O (-0.81, -2.44, 0.90)
C (-1.90, -3.10, 1.07)
C (-2.59, -3.71, 0.00)
C (-3.76, -4.40, 0.21)
C (-4.30, -4.52, 1.49)
C (-3.62, -3.93, 2.54)
C (-2.43, -3.22, 2.36)
C (-1.74, -2.63, 3.51)
N (-0.90, -1.62, 3.54)
C (-0.53, -1.47, 4.85)
C (-1.14, -2.40, 5.63)
N (-1.91, -3.14, 4.77)
H (-2.14, -3.63, -0.98)
H (-4.27, -4.86, -0.64)
H (-5.23, -5.04, 1.66)
H (-4.04, -4.01, 3.53)
H (0.16, -0.70, 5.15)
H (-1.09, -2.61, 6.68)
H (-2.45, -3.95, 5.01)
Br (3.55, 6.65, 0.12)
C (3.38, 5.45, 1.57)
C (2.78, 5.88, 2.75)
C (2.72, 5.02, 3.83)
C (3.24, 3.73, 3.75)
C (3.81, 3.30, 2.55)
C (3.89, 4.16, 1.47)
N (3.36, 3.02, 4.98)
N (3.42, 1.77, 5.06)
C (2.93, 0.87, 4.10)
C (3.60, -0.34, 4.07)
C (3.32, -1.36, 3.17)
C (2.27, -1.22, 2.26)
O (1.92, -2.12, 1.41)
C (1.48, 0.00, 2.35)
N (0.39, 0.01, 1.54)
C (-0.51, 0.96, 1.69)
C (-0.35, 1.98, 2.65)
C (0.79, 2.03, 3.41)
C (1.77, 1.02, 3.27)
H (2.38, 6.88, 2.82)
H (2.29, 5.34, 4.76)
H (4.23, 2.31, 2.47)
H (4.36, 3.84, 0.55)
H (4.41, -0.45, 4.78)
H (3.88, -2.28, 3.18)
H (-1.38, 0.90, 1.06)
H (-1.12, 2.73, 2.75)
H (0.90, 2.81, 4.15)
C (2.90, -0.50, -2.85)
C (2.94, -0.06, -1.42)
C (4.02, 0.86, -0.94)
O (2.06, -0.42, -0.64)
H (3.78, -0.19, -3.40)
H (2.00, -0.08, -3.30)
H (2.77, -1.59, -2.87)
H (4.23, 1.63, -1.69)
H (4.93, 0.28, -0.80)
H (3.73, 1.31, 0.00)
C (-3.24, 2.90, 0.78)
Si (-3.79, 2.23, -0.89)
C (-4.84, 0.71, -0.56)
C (-4.86, 3.57, -1.68)
Si (-2.03, 1.65, -2.34)
Te (-1.00, -0.50, -1.67)
Si (-0.45, 3.35, -2.51)
C (0.22, 3.87, -0.85)
C (1.03, 2.75, -3.50)
C (-1.15, 4.87, -3.37)
Si (-2.90, 1.01, -4.42)
C (-4.15, -0.36, -4.16)
C (-3.75, 2.42, -5.33)
C (-1.52, 0.36, -5.52)
H (-4.12, 3.25, 1.33)
H (-2.55, 3.73, 0.69)
H (-2.77, 2.13, 1.38)
H (-5.48, 0.86, 0.32)
H (-4.20, -0.15, -0.37)
H (-5.47, 0.46, -1.41)
H (-5.71, 3.80, -1.04)
H (-5.25, 3.25, -2.65)
H (-4.30, 4.48, -1.84)
H (0.57, 3.01, -0.28)
H (-0.51, 4.40, -0.24)
H (1.08, 4.54, -0.99)
H (1.53, 1.95, -2.96)
H (1.75, 3.56, -3.65)
H (0.75, 2.36, -4.48)
H (-1.97, 5.31, -2.79)
H (-1.55, 4.63, -4.35)
H (-0.38, 5.64, -3.49)
H (-5.09, 0.02, -3.75)
H (-3.76, -1.10, -3.45)
H (-4.37, -0.87, -5.10)
H (-4.60, 2.81, -4.77)
H (-4.11, 2.08, -6.30)
H (-3.07, 3.26, -5.50)
H (-0.99, -0.44, -5.01)
H (-0.80, 1.14, -5.76)
H (-1.93, -0.03, -6.45)
O (4.98, -8.16, 0.72)
C (3.82, -8.25, 0.02)
O (3.43, -9.34, -0.30)
C (3.14, -6.98, -0.32)
C (2.10, -7.02, -1.24)
C (1.43, -5.87, -1.60)
C (1.76, -4.62, -1.05)
S (0.90, -3.20, -1.63)
C (2.80, -4.59, -0.11)
C (3.47, -5.74, 0.25)
H (5.19, -7.23, 0.87)
H (1.83, -7.97, -1.67)
H (0.63, -5.91, -2.33)
H (3.05, -3.65, 0.36)
H (4.24, -5.65, 1.00)

=====

Molecular formula: C43H54N9O17
Method: DFT, ωB97M-V/def2-TZVPD

Values from the calculation:
**Total charge**: -1
**Frontier orbital gap**: 0.21454 Eh
**HOMO level**: -5.859 eV
**Relative energy (zero: lowest compared OMol25 entry of this formula, charge and spin)**: 1.897 eV
**E**: -93648.8544 eV
**LUMO**: -0.022 eV

Geometry (Å):
C (0.14, -0.03, -0.17)
O (-0.99, -0.21, 0.34)
O (0.43, 0.96, -0.91)
O (0.87, -1.03, -0.20)
H (-0.26, 1.55, -0.70)
C (-0.86, -1.16, 4.88)
C (-0.26, -1.16, 3.49)
C (1.20, -1.76, 3.34)
C (1.95, -2.15, 4.58)
C (1.25, -2.33, 5.84)
C (-0.22, -1.64, 5.96)
N (3.36, -2.59, 4.45)
O (3.89, -2.85, 5.64)
O (3.98, -2.72, 3.43)
H (-1.90, -0.92, 4.90)
H (-0.83, -0.77, 2.74)
H (1.56, -1.92, 2.24)
H (1.73, -2.90, 6.77)
H (-0.90, -1.64, 6.79)
C (-0.56, 2.85, -3.86)
C (0.82, 2.24, -4.14)
C (1.91, 3.04, -4.72)
C (1.60, 4.52, -5.17)
C (0.15, 5.14, -4.93)
C (-0.89, 4.18, -4.23)
N (2.65, 5.32, -5.81)
O (3.87, 5.11, -5.47)
O (2.35, 6.34, -6.36)
H (-1.14, 2.34, -2.99)
H (1.02, 1.29, -3.72)
H (2.88, 2.90, -5.08)
H (-0.05, 6.15, -5.21)
H (-1.96, 4.51, -3.98)
C (-6.18, 1.61, 1.13)
C (-5.28, 0.63, 0.53)
C (-3.99, 1.31, -0.14)
C (-3.80, 2.92, -0.12)
C (-5.12, 3.72, 0.30)
C (-6.19, 3.03, 1.00)
N (-2.71, 3.53, -0.86)
O (-1.62, 2.86, -1.10)
O (-2.81, 4.60, -1.38)
H (-6.91, 1.24, 1.74)
H (-5.31, -0.35, 0.70)
H (-3.22, 0.57, -0.77)
H (-5.30, 4.69, 0.28)
H (-7.06, 3.30, 1.50)
C (5.33, -2.02, 0.27)
C (4.16, -1.28, -0.26)
C (4.15, -0.61, -1.56)
C (5.57, -0.54, -2.19)
C (6.76, -1.15, -1.62)
C (6.67, -1.82, -0.18)
N (5.71, 0.22, -3.44)
O (6.69, -0.13, -4.29)
O (4.76, 0.84, -3.78)
H (5.16, -2.61, 1.07)
H (3.16, -1.29, 0.25)
H (3.24, -0.19, -2.05)
H (7.79, -1.09, -2.07)
H (7.55, -2.22, 0.34)
C (-2.82, -3.26, 2.90)
C (-3.39, -4.54, 3.45)
C (-4.86, -4.48, 3.94)
C (-5.68, -3.19, 3.67)
C (-4.98, -1.97, 3.27)
C (-3.49, -2.07, 2.76)
N (-7.11, -3.10, 3.94)
O (-7.58, -4.07, 4.40)
O (-7.71, -2.13, 3.65)
H (-1.82, -3.30, 2.29)
H (-3.00, -5.62, 3.45)
H (-5.07, -5.48, 4.28)
H (-5.45, -0.98, 3.09)
H (-3.03, -1.17, 2.25)
C (-1.86, -4.90, -1.70)
O (-2.68, -5.70, -1.98)
N (-1.07, -5.07, -0.61)
C (-0.20, -3.96, -0.19)
C (-1.24, -6.22, 0.37)
H (-1.70, -4.06, -2.45)
H (-0.98, -3.10, -0.21)
H (0.65, -3.93, -0.70)
H (0.17, -3.91, 0.91)
H (-0.32, -6.70, 0.81)
H (-1.69, -6.97, 0.04)
H (-2.08, -6.12, 1.07)
C (0.58, 3.66, 1.93)
O (0.55, 4.88, 1.59)
N (1.63, 3.11, 2.52)
C (1.50, 1.76, 3.03)
C (2.93, 3.74, 2.57)
H (-0.47, 2.93, 1.89)
H (1.12, 0.86, 2.37)
H (0.65, 1.99, 3.53)
H (2.32, 1.46, 3.87)
H (3.16, 4.10, 3.48)
H (2.78, 4.54, 2.04)
H (3.65, 3.12, 2.18)
C (5.33, 2.85, -0.58)
O (6.40, 3.22, -0.51)
N (4.47, 3.36, -1.34)
C (3.09, 2.86, -1.30)
C (4.71, 4.28, -2.43)
H (4.92, 1.79, 0.18)
H (3.03, 1.92, -1.83)
H (2.40, 3.61, -1.61)
H (3.16, 2.58, -0.27)
H (4.93, 3.57, -3.37)
H (5.40, 4.86, -2.45)
H (3.93, 5.09, -2.60)
C (-2.81, -2.66, -4.24)
O (-1.98, -2.78, -5.22)
N (-2.65, -1.84, -3.19)
C (-3.66, -1.68, -2.11)
C (-1.53, -0.97, -3.09)
H (-3.79, -3.08, -4.27)
H (-3.08, -2.00, -1.15)
H (-4.42, -2.40, -2.15)
H (-3.92, -0.67, -2.06)
H (-0.97, -1.65, -2.46)
H (-1.33, 0.07, -2.58)
H (-1.01, -0.91, -4.13)

=====

Molecular formula: C43H55Br4CoO2P2Si
Method: DFT, ωB97M-V/def2-TZVPD

Values from the calculation:
**Multiplicity**: 2
**Total charge**: -1
**Frontier orbital gap (alpha / beta)**: 0.23464 / 0.23537 Eh
**HOMO level (alpha / beta)**: -4.031 / -4.051 eV
**Relative energy (zero: lowest compared OMol25 entry of this formula, charge and spin)**: 0.385 eV
**E**: -393836.0119 eV
**LUMO (alpha / beta)**: 2.354 / 2.354 eV

Geometry (Å):
Co (-0.20, 0.04, 0.11)
C (2.52, 0.20, -2.39)
Si (1.91, -0.08, -0.64)
C (2.96, 1.15, 0.36)
C (4.16, 1.71, -0.10)
C (4.86, 2.63, 0.67)
C (4.38, 2.99, 1.92)
C (3.20, 2.44, 2.39)
C (2.48, 1.53, 1.62)
P (0.97, 0.61, 2.13)
C (1.84, -0.57, 3.31)
C (2.30, 0.04, 4.64)
C (3.18, -0.92, 5.43)
C (2.47, -2.24, 5.69)
C (2.03, -2.86, 4.37)
C (1.15, -1.92, 3.56)
C (-0.16, 1.74, 3.07)
C (-1.22, 0.89, 3.79)
C (-2.36, 1.77, 4.31)
C (-1.83, 2.86, 5.23)
C (-0.79, 3.70, 4.50)
C (0.37, 2.86, 3.96)
C (2.47, -1.84, -0.07)
C (3.78, -2.16, 0.29)
C (4.11, -3.41, 0.81)
C (3.12, -4.37, 0.97)
C (1.82, -4.09, 0.60)
C (1.49, -2.84, 0.07)
P (-0.17, -2.25, -0.49)
C (-0.52, -2.94, -2.16)
C (0.09, -2.15, -3.32)
C (1.50, -2.59, -3.70)
C (1.51, -4.08, -4.03)
C (1.07, -4.88, -2.82)
C (-0.32, -4.46, -2.34)
C (-1.47, -3.11, 0.53)
C (-2.78, -3.38, -0.25)
C (-3.99, -3.56, 0.68)
C (-3.57, -4.09, 2.05)
C (-2.66, -3.07, 2.75)
C (-1.87, -2.24, 1.72)
H (3.53, -0.22, -2.51)
H (2.57, 1.27, -2.61)
H (1.88, -0.25, -3.14)
H (4.54, 1.44, -1.07)
H (5.78, 3.06, 0.29)
H (4.92, 3.70, 2.53)
H (2.85, 2.73, 3.37)
H (2.75, -0.81, 2.73)
H (1.42, 0.29, 5.24)
H (2.84, 0.97, 4.46)
H (3.49, -0.45, 6.37)
H (4.10, -1.11, 4.86)
H (1.59, -2.05, 6.31)
H (3.11, -2.92, 6.25)
H (1.50, -3.80, 4.55)
H (2.92, -3.11, 3.78)
H (0.20, -1.77, 4.09)
H (0.92, -2.38, 2.60)
H (-0.68, 2.21, 2.23)
H (-0.78, 0.35, 4.63)
H (-1.62, 0.15, 3.10)
H (-3.10, 1.15, 4.82)
H (-2.87, 2.23, 3.45)
H (-1.37, 2.40, 6.11)
H (-2.65, 3.49, 5.58)
H (-0.41, 4.49, 5.16)
H (-1.28, 4.21, 3.66)
H (0.95, 2.48, 4.80)
H (1.02, 3.52, 3.38)
H (4.56, -1.41, 0.20)
H (5.13, -3.62, 1.11)
H (3.36, -5.34, 1.40)
H (1.05, -4.84, 0.71)
H (-1.59, -2.73, -2.22)
H (0.03, -1.08, -3.09)
H (-0.55, -2.30, -4.20)
H (2.19, -2.41, -2.87)
H (1.87, -1.99, -4.54)
H (2.51, -4.39, -4.36)
H (0.83, -4.26, -4.87)
H (1.81, -4.73, -2.03)
H (1.07, -5.95, -3.04)
H (-0.58, -4.99, -1.42)
H (-1.05, -4.80, -3.09)
H (-1.06, -4.06, 0.90)
H (-2.66, -4.26, -0.88)
H (-2.99, -2.53, -0.91)
H (-4.72, -4.23, 0.21)
H (-4.50, -2.60, 0.81)
H (-3.03, -5.04, 1.92)
H (-4.44, -4.32, 2.67)
H (-1.97, -3.57, 3.43)
H (-3.27, -2.39, 3.36)
H (-1.00, -1.80, 2.19)
H (-2.46, -1.41, 1.34)
Br (-5.72, 4.29, -0.72)
C (-4.50, 2.86, -0.93)
C (-4.75, 1.85, -1.83)
Br (-6.32, 1.84, -2.88)
C (-3.82, 0.80, -1.96)
Br (-4.09, -0.65, -3.16)
C (-2.65, 0.75, -1.22)
O (-1.77, -0.19, -1.29)
C (-2.40, 1.80, -0.26)
O (-1.33, 1.70, 0.47)
C (-3.33, 2.82, -0.15)
Br (-2.93, 4.17, 1.12)

=====

Molecular formula: C43H55CsN4OSi
Method: DFT, ωB97M-V/def2-TZVPD

Values from the calculation:
**Total charge**: -2
**Frontier orbital gap**: 0.11437 Eh
**HOMO level**: 0.354 eV
**Relative energy (zero: lowest compared OMol25 entry of this formula, charge and spin)**: 1.366 eV
**E**: -61915.5036 eV
**LUMO**: 3.466 eV

Geometry (Å):
Cs (0.42, 0.71, 1.13)
C (4.68, -2.42, 2.62)
C (5.43, -1.43, 1.72)
C (5.11, 0.00, 2.17)
C (5.09, -1.62, 0.26)
C (6.12, -1.88, -0.62)
C (5.91, -2.06, -1.99)
C (4.63, -1.87, -2.48)
C (3.57, -1.60, -1.65)
C (2.27, -1.11, -2.26)
C (2.52, 0.23, -2.96)
C (1.62, -2.08, -3.24)
C (3.74, -1.58, -0.22)
N (2.72, -1.55, 0.66)
C (1.66, -2.35, 0.39)
C (0.52, -2.58, 1.10)
N (0.11, -2.04, 2.29)
C (-1.05, -2.47, 2.80)
C (-2.21, -2.89, 2.05)
C (-3.23, -3.57, 2.67)
C (-3.25, -3.80, 4.03)
C (-2.26, -3.20, 4.80)
C (-1.20, -2.53, 4.23)
C (-0.14, -1.92, 5.11)
C (0.64, -3.01, 5.86)
C (-0.73, -0.94, 6.12)
C (-2.43, -2.40, 0.64)
C (-2.65, -3.53, -0.37)
C (-3.65, -1.46, 0.62)
H (4.88, -2.22, 3.67)
H (4.97, -3.44, 2.39)
H (3.61, -2.32, 2.43)
H (6.51, -1.59, 1.84)
H (4.05, 0.18, 2.03)
H (5.69, 0.72, 1.59)
H (5.36, 0.14, 3.22)
H (7.14, -1.96, -0.24)
H (6.74, -2.32, -2.65)
H (4.48, -1.92, -3.55)
H (1.56, -0.94, -1.45)
H (3.11, 0.09, -3.86)
H (3.07, 0.90, -2.30)
H (1.57, 0.70, -3.22)
H (2.29, -2.32, -4.07)
H (0.71, -1.63, -3.63)
H (1.36, -3.01, -2.73)
H (1.79, -3.07, -0.44)
H (-0.05, -3.45, 0.75)
H (-4.07, -3.93, 2.07)
H (-4.04, -4.38, 4.50)
H (-2.31, -3.28, 5.88)
H (0.56, -1.39, 4.46)
H (-0.04, -3.62, 6.45)
H (1.38, -2.57, 6.53)
H (1.15, -3.65, 5.14)
H (-1.36, -1.46, 6.84)
H (-1.34, -0.19, 5.62)
H (0.07, -0.43, 6.67)
H (-1.56, -1.82, 0.32)
H (-3.48, -4.16, -0.07)
H (-1.76, -4.15, -0.44)
H (-2.86, -3.12, -1.36)
H (-4.58, -2.05, 0.66)
H (-3.66, -0.86, -0.29)
H (-3.63, -0.81, 1.49)
N (-1.69, 0.04, -2.47)
C (-2.36, -0.31, -3.34)
N (-3.07, -0.74, -4.37)
C (-4.21, -1.61, -4.13)
C (-4.50, -2.39, -5.41)
O (-4.72, -1.52, -6.51)
C (-3.60, -0.69, -6.73)
C (-3.27, 0.15, -5.50)
H (-5.10, -1.02, -3.86)
H (-3.97, -2.29, -3.31)
H (-5.40, -2.99, -5.31)
H (-3.65, -3.05, -5.64)
H (-3.86, -0.06, -7.58)
H (-2.73, -1.32, -6.99)
H (-4.10, 0.85, -5.31)
H (-2.36, 0.73, -5.67)
C (2.78, 7.18, 1.81)
C (3.17, 6.39, 0.74)
C (2.27, 5.52, 0.17)
C (0.96, 5.38, 0.62)
C (0.61, 6.17, 1.72)
C (1.49, 7.06, 2.30)
Si (-0.18, 4.07, -0.17)
C (-1.79, 5.01, -0.56)
C (-2.35, 4.93, -1.84)
C (-3.52, 5.57, -2.18)
C (-4.19, 6.35, -1.24)
C (-3.68, 6.43, 0.04)
C (-2.52, 5.75, 0.37)
H (3.47, 7.88, 2.27)
H (4.18, 6.46, 0.37)
H (2.58, 4.91, -0.67)
H (-0.38, 6.08, 2.14)
H (1.17, 7.67, 3.14)
H (0.40, 4.16, -1.56)
H (-1.83, 4.33, -2.58)
H (-3.92, 5.48, -3.18)
H (-5.09, 6.88, -1.51)
H (-4.19, 7.02, 0.79)
H (-2.16, 5.81, 1.39)